No. 1
Molecular formula: C42H56N5O5PSTi
Method: DFT, wB97M-V/def2-TZVPD

Total energy ... -3872.86135 hartree
LUMO energy ... -6.35 eV
Net charge ... +2
Gap between HOMO and LUMO ... 6.6 eV
HOMO ... -12.9 eV
Energy relative to the best compared isomer or geometry (same formula, charge and spin) ... 0.0 kJ/mol

Geometry (Å):
Ti 0.086 0.662 0.917
C -4.088 -0.838 0.607
C -2.808 -0.090 0.513
N -1.676 -0.531 0.929
N -1.589 -1.745 1.562
C -0.370 -1.904 1.980
O 0.535 -0.958 1.723
C 0.042 -3.080 2.738
C 1.389 -3.267 3.046
C 1.782 -4.393 3.749
C 0.835 -5.327 4.146
C -0.509 -5.140 3.843
C -0.910 -4.020 3.139
C -2.728 1.284 -0.010
C -3.836 2.034 -0.346
C -3.655 3.354 -0.743
C -2.377 3.880 -0.779
C -1.313 3.079 -0.392
N -1.483 1.810 -0.020
H -3.897 -1.884 0.824
H -4.699 -0.425 1.413
H -4.655 -0.747 -0.320
H 2.119 -2.533 2.731
H 2.826 -4.544 3.988
H 1.145 -6.205 4.697
H -1.242 -5.868 4.161
H -1.952 -3.858 2.903
H -4.824 1.600 -0.296
H -4.507 3.964 -1.012
H -2.195 4.903 -1.072
H -0.304 3.466 -0.355
O -1.494 0.205 4.737
C -1.671 1.468 5.188
C -2.136 1.600 6.494
C -2.349 2.850 7.036
C -2.106 4.005 6.288
C -1.650 3.882 4.998
C -1.418 2.621 4.424
C -0.910 2.608 3.041
O -0.785 3.588 2.346
O -0.534 1.384 2.572
H -1.169 0.254 3.827
H -2.326 0.699 7.061
H -2.713 2.931 8.052
H -2.280 4.981 6.718
H -1.458 4.755 4.389
S 1.999 2.250 0.990
C 2.391 2.643 2.619
N 3.213 3.645 2.899
C 3.407 3.826 4.342
C 2.522 2.705 4.935
N 2.000 2.046 3.731
H 3.608 4.237 2.189
H 3.078 4.816 4.648
H 4.456 3.707 4.605
H 1.701 3.093 5.535
H 3.095 1.999 5.532
H 1.315 1.308 3.741
O 0.677 0.128 -0.818
P 0.919 -0.680 -2.139
C -0.368 -0.113 -3.281
C -0.450 -0.838 -4.645
C -1.312 -0.027 -5.626
C -2.446 0.685 -4.894
C -1.891 1.749 -3.927
C -0.468 1.408 -3.462
C 2.699 -0.552 -2.551
C 3.086 -0.708 -4.035
C 2.894 0.569 -4.851
C 3.568 1.777 -4.203
C 3.120 1.952 -2.753
C 3.388 0.682 -1.954
C 0.623 -2.432 -1.775
C -0.857 -2.793 -1.587
C -0.977 -4.164 -0.895
C 0.207 -5.078 -1.235
C 0.677 -4.817 -2.661
C 1.260 -3.397 -2.803
H -1.250 -0.409 -2.696
H -0.888 -1.828 -4.502
H 0.538 -0.992 -5.076
H -1.704 -0.692 -6.395
H -0.695 0.712 -6.144
H -3.034 -0.058 -4.345
H -3.129 1.146 -5.606
H -2.547 1.831 -3.055
H -1.884 2.729 -4.406
H -0.232 1.933 -2.536
H 0.255 1.742 -4.204
H 3.079 -1.427 -2.010
H 2.570 -1.548 -4.502
H 4.148 -0.970 -4.043
H 1.830 0.775 -4.978
H 3.292 0.410 -5.854
H 3.354 2.677 -4.780
H 4.653 1.640 -4.224
H 2.052 2.192 -2.719
H 3.642 2.792 -2.292
H 3.118 0.802 -0.907
H 4.462 0.474 -1.974
H 1.135 -2.555 -0.809
H -1.331 -2.830 -2.571
H -1.389 -2.037 -1.009
H -1.909 -4.635 -1.214
H -1.049 -4.027 0.185
H -0.081 -6.121 -1.109
H 1.036 -4.906 -0.540
H -0.170 -4.941 -3.341
H 1.427 -5.545 -2.968
H 1.083 -3.040 -3.819
H 2.341 -3.426 -2.660

Here are the Löwdin charges for atoms 1 to 5, given in e: atom 1 (Ti): 0.9962, atom 2 (C): 0.0198, atom 3 (C): -0.2155, atom 4 (N): -0.0358, atom 5 (N): 0.1380

***

No. 2
Molecular formula: C24H43FP2Tm
Method: DFT, wB97M-V/def2-TZVPD

Total energy ... -2807.79803 hartree
LUMO energy (spin up / spin down) ... -4.10 / -4.04 eV
Spin multiplicity ... 3
Net charge ... +1
Gap between HOMO and LUMO (spin up / spin down) ... 5.6 / 5.7 eV
HOMO (spin up / spin down) ... -9.7 / -9.7 eV
Energy relative to the best compared isomer or geometry (same formula, charge and spin) ... 0.0 kJ/mol

Geometry (Å):
Tm -1.285 -0.544 2.414
C -2.873 1.636 2.712
C -3.324 1.008 1.516
C -3.500 -0.544 3.234
C -2.937 0.662 3.774
C -3.614 -0.366 1.809
C -2.657 3.081 2.922
H -2.132 3.552 2.078
H -2.050 3.243 3.820
H -3.600 3.648 3.060
C -2.423 0.810 5.150
H -2.420 1.859 5.469
H -1.389 0.413 5.245
H -3.043 0.273 5.880
C -3.849 -1.748 3.994
H -4.353 -1.452 4.925
H -2.985 -2.357 4.289
H -4.559 -2.360 3.418
C -4.025 -1.384 0.831
H -5.116 -1.499 0.792
H -3.617 -2.362 1.112
H -3.682 -1.140 -0.184
C -3.554 1.665 0.207
H -4.502 1.351 -0.268
H -2.742 1.412 -0.496
H -3.579 2.766 0.287
C 0.403 2.937 0.615
C -0.472 3.754 0.003
C -0.950 3.694 -1.407
C -0.177 2.795 -2.436
C -0.463 1.329 -2.447
C -0.026 0.365 -1.624
C 0.617 0.531 -0.249
C 1.299 1.893 0.021
H -0.870 4.749 -1.739
H 0.891 3.043 -2.347
H -2.028 3.457 -1.456
H 1.812 2.247 -0.884
H 0.417 2.965 1.723
H -1.026 4.463 0.626
H 2.091 1.710 0.778
H -0.077 0.281 0.616
H -0.279 -0.673 -1.908
H 1.399 -0.258 -0.173
H -0.519 3.129 -3.433
H -1.143 1.017 -3.266
P 3.160 -0.722 -1.646
P 2.602 -3.579 -1.737
C 4.446 -1.673 -2.642
C 4.356 -3.150 -2.267
H 5.437 -1.246 -2.425
H 4.260 -1.516 -3.717
H 4.648 -3.796 -3.106
H 5.030 -3.386 -1.429
C 2.963 -5.377 -1.568
H 2.020 -5.904 -1.395
H 3.636 -5.541 -0.721
H 3.429 -5.784 -2.473
C 1.907 -3.679 -3.442
H 2.630 -4.082 -4.156
H 1.570 -2.700 -3.789
H 1.050 -4.357 -3.405
C 4.266 -0.140 -0.296
H 3.728 0.578 0.337
H 5.168 0.330 -0.719
H 4.562 -1.006 0.314
C 3.101 0.749 -2.736
H 2.982 0.401 -3.772
H 4.023 1.342 -2.664
H 2.232 1.373 -2.490
F -0.295 -2.187 2.937

Here are the Löwdin charges for atoms 1 to 5, given in e: atom 1 (Tm): 1.6562, atom 2 (C): -0.2621, atom 3 (C): -0.2547, atom 4 (C): -0.3676, atom 5 (C): -0.3348

***

No. 3
Molecular formula: C3H4N2O
Method: DFT, wB97M-V/def2-TZVPD

Total energy ... -301.29835 hartree
LUMO energy ... 0.07 eV
Net charge ... 0
Gap between HOMO and LUMO ... 8.5 eV
HOMO ... -8.4 eV
Energy relative to the best compared isomer or geometry (same formula, charge and spin) ... 495.9 kJ/mol

Geometry (Å):
N -1.895 0.269 -0.266
C -0.569 0.345 -0.215
C 0.405 -0.527 -0.420
C 1.650 -0.513 0.261
N 1.838 0.537 1.049
O 0.833 1.298 1.186
H -2.466 1.006 -0.654
H -2.377 -0.360 0.367
H 0.142 -0.814 -1.441
H 2.440 -1.241 0.133

Here are the natural (NBO) charges for atoms 1 to 5, given in e: atom 1 (N): -0.7706, atom 2 (C): 0.3595, atom 3 (C): -0.3009, atom 4 (C): -0.1834, atom 5 (N): 0.0324

***

No. 4
Molecular formula: C10H31BClCoNO6
Method: DFT, wB97M-V/def2-TZVPD

Total energy ... -2773.12709 hartree
LUMO energy (spin up / spin down) ... -2.61 / -8.85 eV
Spin multiplicity ... 5
Net charge ... +1
Gap between HOMO and LUMO (spin up / spin down) ... 9.3 / 3.1 eV
HOMO (spin up / spin down) ... -11.9 / -11.9 eV

Geometry (Å):
Co 0.807 0.652 0.232
B -0.633 2.164 -0.135
H -0.377 1.707 -1.078
H -1.048 1.397 0.500
H 0.292 2.568 0.246
H -1.321 2.989 -0.245
Cl -0.493 -1.194 -0.631
C -5.587 0.532 0.838
C -4.012 0.346 0.582
O -3.831 -1.009 0.109
O -5.923 -0.401 1.933
H -6.202 0.477 -0.061
H -5.587 1.573 1.159
H -3.396 0.647 1.429
H -3.688 0.986 -0.239
H -2.938 -1.198 -0.189
H -5.484 -1.208 1.655
C 0.551 -3.985 -3.361
C 0.955 -4.883 -2.161
O 1.384 -4.093 -1.050
O -0.665 -3.286 -3.091
H 0.513 -4.613 -4.251
H 1.327 -3.241 -3.539
H 1.772 -5.496 -2.542
H 0.099 -5.474 -1.834
H 0.605 -3.552 -0.902
H -0.495 -2.605 -2.436
C 2.116 0.476 -2.773
O 2.114 1.077 -1.441
C 3.226 1.899 -1.170
C 2.960 2.708 0.150
N 2.505 1.709 1.174
C 2.002 2.316 2.401
C 1.264 1.183 3.148
O 0.299 0.533 2.329
C -0.629 -0.354 3.085
H 2.079 1.297 -3.489
H 1.222 -0.147 -2.814
H 3.026 -0.121 -2.817
H 3.401 2.531 -2.041
H 4.058 1.202 -1.067
H 2.198 3.418 -0.172
H 3.840 3.272 0.459
H 3.347 1.201 1.402
H 1.341 3.170 2.254
H 2.830 2.616 3.043
H 0.773 1.540 4.054
H 2.007 0.521 3.592
H -0.028 -1.193 3.435
H -1.388 -0.757 2.415
H -1.187 0.099 3.904

Here are the natural (NBO) charges for atoms 1 to 5, given in e: atom 1 (Co): 1.5385, atom 2 (B): -0.8273, atom 3 (H): 0.0267, atom 4 (H): 0.0234, atom 5 (H): -0.0043

***

No. 5
Molecular formula: CH4BClS
Method: DFT, wB97M-V/def2-TZVPD

Total energy ... -923.59309 hartree
LUMO energy ... -0.55 eV
Net charge ... 0
Gap between HOMO and LUMO ... 9.1 eV
HOMO ... -9.7 eV
Energy relative to the best compared isomer or geometry (same formula, charge and spin) ... 359.2 kJ/mol

Geometry (Å):
B -0.893 -0.195 -0.228
C 0.219 0.407 0.665
S 0.965 0.228 -0.986
Cl 1.634 -1.697 -0.849
H -1.634 0.322 -0.940
H -1.037 -1.474 -0.224
H 0.011 2.051 0.912
H 0.735 0.357 1.650

Here are the natural (NBO) charges for atoms 1 to 5, given in e: atom 1 (B): -0.0319, atom 2 (C): -0.7240, atom 3 (S): 0.4662, atom 4 (Cl): -0.1348, atom 5 (H): -0.0127

***

No. 6
Molecular formula: C2H4OP2
Method: DFT, wB97M-V/def2-TZVPD

Total energy ... -836.39616 hartree
LUMO energy (spin up / spin down) ... -2.32 / -2.55 eV
Net charge ... 0
Gap between HOMO and LUMO (spin up / spin down) ... 6.0 / 5.7 eV
HOMO (spin up / spin down) ... -8.3 / -8.3 eV
Energy relative to the best compared isomer or geometry (same formula, charge and spin) ... 247.1 kJ/mol

Geometry (Å):
C -1.053 -1.240 -1.873
C 0.919 1.273 1.841
O 0.773 0.010 -0.484
P -0.493 0.988 2.567
P -0.651 -0.523 -0.385
H -0.309 -1.367 -2.638
H -1.992 -1.756 -1.941
H 1.794 1.826 2.119
H 1.010 0.789 0.794

Here are the natural (NBO) charges for atoms 1 to 5, given in e: atom 1 (C): -0.9691, atom 2 (C): -0.9361, atom 3 (O): -1.0472, atom 4 (P): 0.7522, atom 5 (P): 1.1184